Record 1
DFT (wB97M-V/def2-TZVPD) results for the molecule C3H5N3OS.

Each line ends with the natural charge from an NBO analysis.
CARTESIAN COORDINATES (ANGSTROEM)
C1 0.629063 -0.923258 -0.144783  -0.189
C2 1.987851 -1.002639 0.376162  -0.279
C3 0.016969 0.113206 -0.666720  -0.483
N1 2.687665 0.041102 0.016743  0.079
N2 3.190703 0.910240 -0.527942  0.013
N3 -2.078930 1.158030 0.403339  -1.103
O1 -2.289084 -1.099265 -0.422709  -0.989
S1 -1.787012 0.181617 -0.880294  1.445
H1 -0.071631 -1.653698 0.306204  0.248
H2 2.266865 -1.783856 1.055438  0.251
H3 0.306187 1.064740 -0.894446  0.196
H4 -2.680122 0.810843 1.128220  0.415
H5 -2.178530 2.182942 0.250783  0.395

Force components x, y, z for each atom (eV/Å):
-0.6 -0.7 2.2
-1.1 0.7 -1.0
-2.2 -1.1 -0.4
1.7 0.5 -1.1
-0.9 -1.3 1.4
-0.1 3.0 0.7
-0.8 -1.6 0.2
1.2 -0.1 -0.6
0.5 -0.2 -0.9
0.7 0.3 0.1
1.8 2.2 -0.7
-0.1 -0.4 0.0
0.0 -1.4 0.0

As for the HOMO energy: -8.319 eV.



Record 2
DFT (wB97M-V/def2-TZVPD) results for a structure of composition C3H5N3S.

Each line ends with the natural charge from an NBO analysis.
CARTESIAN COORDINATES (ANGSTROEM)
C1 -0.014318 1.146189 -0.180630  -0.300
C2 -0.858374 0.660439 -1.264941  -0.010
C3 -0.663526 -1.174715 -0.188497  0.317
H1 2.098498 -1.134912 1.133347  0.369
H2 1.152568 -0.398835 2.104606  0.349
H3 1.013624 2.013087 -0.393086  0.312
H4 -0.921587 1.528155 0.787062  0.246
H5 -0.491388 -2.352670 0.180118  0.250
N1 1.128452 -0.995384 1.214732  -0.676
N2 0.226247 -0.334575 0.204353  -0.285
N3 -1.456955 -0.594832 -1.059770  -0.553
S1 -1.213242 1.638053 -2.537295  -0.020

Force components x, y, z for each atom (eV/Å):
0.5 -0.2 3.4
-3.1 1.8 -2.7
-1.1 -2.5 -1.2
1.5 0.2 -2.1
-0.8 -1.0 -1.5
-3.6 -3.3 0.8
3.0 -0.7 -2.9
-1.1 3.6 -1.1
-2.7 2.7 2.7
7.2 0.2 4.9
0.1 -0.4 -0.4
0.2 -0.4 0.2

As for the HOMO energy: -8.320 eV.



Record 3
DFT (wB97M-V/def2-TZVPD) results for the molecule C3H5N3S.

Each line ends with the natural charge from an NBO analysis.
CARTESIAN COORDINATES (ANGSTROEM)
C1 -1.769832 -0.978952 -1.523597  -0.757
S1 -0.143121 -1.340664 -0.824660  0.447
N1 0.211684 -0.038842 0.174608  -0.368
C2 0.194304 0.104923 1.526792  0.190
N2 0.636761 1.298781 1.855663  -0.470
C3 0.983938 1.835745 0.638302  0.134
N3 0.693250 1.091558 -0.388835  -0.279
H1 -1.926123 -1.721492 -2.299777  0.239
H2 -2.583541 -1.093033 -0.723911  0.221
H3 -1.821788 -0.021293 -1.946783  0.231
H4 -0.109142 -0.694326 2.167952  0.212
H5 1.488213 2.750000 0.658060  0.200

Force components x, y, z for each atom (eV/Å):
-1.1 -1.1 2.3
0.0 -0.9 -0.3
-0.4 0.5 0.0
0.1 0.6 -0.4
0.3 -0.9 -0.2
-1.0 -1.0 1.2
0.7 0.3 -0.3
0.1 -0.2 0.0
1.1 0.1 -1.2
0.1 1.4 -0.6
-0.2 -0.1 0.3
0.4 1.3 -0.7

As for the HOMO energy: -9.520 eV. As for the SMILES: CSn1cncn1.